{
  "formula": "C24H53FN2O20P4S",
  "method": "ωB97M-V/def2-TZVPD",
  "species": ["N", "C", "C", "C", "C", "C", "C", "F", "O", "S", "O", "O", "O", "C", "C", "C", "C", "C", "N", "C", "H", "H", "H", "H", "H", "H", "H", "H", "H", "H", "H", "H", "H", "H", "H", "H", "H", "C", "O", "P", "O", "O", "C", "O", "C", "H", "H", "H", "H", "H", "H", "H", "H", "H", "C", "O", "P", "O", "O", "C", "O", "C", "H", "H", "H", "H", "H", "H", "H", "H", "H", "C", "O", "P", "O", "O", "C", "O", "C", "H", "H", "H", "H", "H", "H", "H", "H", "H", "C", "O", "P", "O", "O", "C", "O", "C", "H", "H", "H", "H", "H", "H", "H", "H", "H"],
  "xyz": [[2.98191, -1.82052, 1.08843], [3.82407, -2.88635, 0.44685], [4.36679, -2.41276, -0.95335], [3.56610, -2.94918, -2.20439], [2.01617, -2.71262, -2.16120], [1.77293, -1.14722, -2.18906], [0.45172, -0.65322, -1.49157], [0.71169, -0.07719, -0.20453], [1.62078, -3.10622, -3.54195], [-0.00072, -3.33454, -3.60904], [-0.84265, -2.17172, -3.83859], [-0.32139, -4.31109, -4.62194], [-0.15491, -3.81051, -2.03656], [1.09314, -3.62965, -1.29175], [1.50216, -5.11625, -1.02578], [1.11506, -5.72479, 0.26592], [1.55728, -7.11354, 0.37722], [2.29372, -7.84230, -0.63523], [2.59923, -7.26416, -1.82507], [2.20291, -5.98247, -1.95729], [2.12503, -2.20831, 1.48438], [2.79248, -1.15126, 0.34515], [3.33735, -3.89392, 0.44204], [4.72968, -2.98032, 1.11669], [4.48416, -1.29156, -0.96704], [5.41806, -2.80691, -1.05650], [3.88019, -4.00515, -2.37702], [3.94321, -2.36767, -3.09590], [1.68376, -0.85370, -3.27154], [2.61300, -0.53492, -1.77842], [0.06379, 0.20555, -2.10952], [-0.37663, -1.39844, -1.45402], [0.84030, -3.20000, -0.29120], [0.54692, -5.18339, 1.05008], [1.30925, -7.65606, 1.32356], [2.60443, -8.89275, -0.41513], [2.45475, -5.50804, -2.94283], [-2.73052, -0.17155, 2.52789], [-2.45319, -1.42580, 1.91036], [-0.98092, -2.23982, 2.13302], [-1.54101, -3.58667, 1.74837], [-1.05010, -1.99155, 3.75471], [-2.07637, -2.60908, 4.52047], [0.62765, -2.77236, 2.26099], [0.97448, -3.64088, 3.32714], [-3.11098, 0.51786, 1.77402], [-3.50814, -0.30893, 3.28173], [-1.84623, 0.25950, 2.99875], [-2.79436, -3.14904, 3.90178], [-2.60359, -1.83628, 5.08332], [-1.61884, -3.30029, 5.23115], [0.22537, -4.42228, 3.46677], [1.10501, -3.07318, 4.24809], [1.93008, -4.10645, 3.07870], [-6.96269, 2.25749, -1.34711], [-5.74739, 1.89337, -0.69776], [-4.88852, 0.46898, -1.08501], [-3.60782, 1.04586, -0.51460], [-5.03218, 0.80614, -2.68738], [-4.44395, 1.98641, -3.22032], [-4.14713, -1.00825, -1.43976], [-3.16306, -1.08224, -2.45129], [-7.70540, 2.52346, -0.59356], [-6.78099, 3.13939, -1.96276], [-7.35519, 1.45603, -1.97362], [-4.00046, 2.61921, -2.45036], [-5.21482, 2.55423, -3.74509], [-3.67578, 1.70153, -3.94184], [-2.45530, -0.25389, -2.38806], [-3.62692, -1.10819, -3.43720], [-2.62544, -2.01799, -2.30905], [-5.46422, 4.46258, 0.84004], [-6.00053, 5.43680, -0.05332], [-6.84701, 6.81010, 0.48193], [-6.60197, 7.58118, -0.79112], [-5.69261, 7.11531, 1.61163], [-4.37730, 7.46541, 1.20162], [-7.86765, 7.96917, 1.17342], [-7.31102, 9.20436, 1.58552], [-5.75500, 3.46838, 0.49879], [-4.37525, 4.52053, 0.81037], [-5.80372, 4.60909, 1.86680], [-4.24758, 7.41493, 0.11979], [-3.67070, 6.78123, 1.67588], [-4.15870, 8.47833, 1.54557], [-6.61525, 9.59742, 0.84265], [-6.81231, 9.09146, 2.54858], [-8.13196, 9.91144, 1.71038], [10.04941, 1.17187, 1.00000], [8.87055, 0.37618, 1.02231], [7.34270, 1.00669, 1.42652], [6.59198, -0.10094, 0.73232], [7.59654, 2.29028, 0.42848], [7.71295, 2.08456, -0.97283], [5.96374, 1.75680, 2.05757], [5.07501, 2.40582, 1.16700], [10.83704, 0.65981, 1.55339], [10.38119, 1.27763, -0.03378], [9.89144, 2.16208, 1.42891], [7.69867, 1.02811, -1.24454], [8.65209, 2.52566, -1.31330], [6.89034, 2.59856, -1.47418], [4.89598, 1.80639, 0.27276], [5.46376, 3.38712, 0.89317], [4.12960, 2.55020, 1.69101]],
  "forces_ev_per_a": [[0.5212, -0.8697, -1.1513], [1.2150, 0.7859, 0.8922], [0.1955, -0.6920, 0.0618], [0.6880, 0.5817, 0.4473], [1.1714, 0.6553, -1.3707], [-1.1387, 0.2815, 0.7503], [0.0814, 1.2665, -1.0325], [-0.2369, -0.9993, -0.7809], [-2.1152, -0.5366, 0.1527], [-1.2448, -0.1869, -1.4289], [1.8422, -0.0635, 1.3576], [1.3822, -0.2422, 1.8153], [0.1547, 1.2416, -1.7899], [0.2596, -1.5888, 0.5331], [0.5273, -1.7187, 1.9520], [1.9665, -1.5019, -3.0494], [-0.3079, 0.5415, 0.2878], [-1.0775, 1.7802, 0.8455], [-0.7732, 0.4466, 1.5519], [-0.4321, 1.6298, -0.3901], [0.3480, 0.5268, -0.4424], [-0.4616, 0.0018, 0.6507], [0.2665, 0.7832, -0.3188], [-0.7920, -0.1645, -0.7469], [-0.2414, -1.0837, 0.1637], [-1.0327, 0.4105, -0.0070], [-0.7113, 0.7251, 0.1771], [-0.5563, -0.5836, 0.7661], [0.1493, -0.4539, 1.0615], [-0.5916, -0.7648, -0.1611], [0.2879, -0.8298, 0.6844], [0.8105, 0.4765, 0.4345], [0.1426, -0.0500, -0.9567], [0.4149, -0.4765, -0.6660], [0.2755, 0.4973, -0.9491], [-0.2517, 1.0734, -0.4721], [-0.2382, -0.6632, 0.9359], [-0.1094, 0.7702, -0.1989], [2.5598, 1.0611, -1.1190], [-3.6200, -5.7941, 4.2751], [0.5328, 0.9282, -1.0237], [0.9339, 0.3236, -0.3883], [-0.4698, 0.2323, 0.1470], [-0.2728, 2.4689, -1.8670], [0.0056, 0.0299, 0.8314], [0.1354, -0.0752, -0.0882], [0.0936, -0.2390, 0.0597], [-0.1323, -0.0595, 0.0698], [0.1245, 0.0127, -0.0975], [0.0022, -0.0358, -0.0053], [0.0871, 0.0257, -0.0981], [-0.0958, 0.1023, -0.0968], [-0.0585, -0.0887, 0.0043], [-0.0352, 0.1631, -0.2773], [-0.5369, 0.0713, 0.0563], [-1.7450, -2.6086, 0.5314], [7.1250, 3.9701, -3.6894], [-0.9457, -0.2273, 1.2242], [-0.4476, -0.8796, 0.1703], [-0.2864, 0.4796, -0.1165], [-3.2289, -1.0848, 2.0748], [-0.0971, 0.0735, -0.8566], [0.0070, -0.0791, 0.0067], [0.1205, -0.0375, -0.0176], [0.0615, 0.1195, -0.0189], [-0.0103, -0.1350, 0.0719], [0.0532, 0.0202, -0.0014], [-0.0372, -0.1354, 0.0836], [-0.1542, 0.1033, 0.1174], [0.1373, 0.0423, -0.0348], [-0.2540, 0.0037, 0.2597], [-0.1477, -0.5974, 0.2657], [-2.6561, -0.4807, 1.2054], [5.7101, 5.6758, -2.3187], [-0.9788, -1.1043, 0.1001], [-0.8119, -0.1085, 0.4474], [0.4027, -0.3604, -0.0245], [-1.8203, -3.1101, 0.1789], [0.5355, 0.1564, 0.5440], [0.1189, 0.3370, 0.2394], [-0.0122, 0.1314, -0.0304], [0.1418, 0.0709, -0.0576], [-0.1577, 0.0135, 0.0133], [0.0101, 0.0295, -0.0241], [-0.1343, -0.0161, -0.0033], [-0.0149, -0.1556, -0.0694], [0.0732, 0.0785, -0.0640], [-0.1642, -0.2569, -0.1378], [0.4675, 0.0527, 0.2854], [-0.2722, 0.7554, 2.8011], [-3.4836, -0.6477, -7.6136], [0.6832, -0.2546, 1.2363], [-0.1161, 0.3650, 0.7663], [0.4669, -0.0291, -0.2163], [2.1856, -0.5268, 2.8584], [0.1038, 0.6238, -0.4458], [-0.0683, 0.0127, 0.0501], [-0.1433, 0.0162, -0.0413], [0.0388, -0.0414, -0.1399], [-0.0644, -0.0059, 0.1407], [-0.0305, -0.0137, -0.0389], [-0.0318, -0.0129, 0.1242], [0.1238, -0.0985, 0.0604], [-0.0522, -0.0438, -0.1084], [0.1589, -0.2120, 0.2206]],
  "e_lumo_ev": -2.60,
  "total_charge": 0,
  "energy_ha": -4423.71330,
  "smiles": "NCCC[C@@]1(CCF)OS(=O)(=O)O[C@H]1c1cccnc1.COP(=O)(OC)OC.COP(=O)(OC)OC.COP(=O)(OC)OC.COP(=O)(OC)OC"
}